DFT (ωB97M-V with the def2-TZVPD basis set) results for a cluster of 3 separate species, C14H22BrFN3O7 in total at a distorted geometry.

Element x y z (Å)
1 C 2.429 -0.804 -0.148
2 C 0.827 -0.857 -0.341
3 O 0.376 -1.316 -1.406
4 O 0.051 -0.339 0.733
5 C -1.203 -1.024 0.853
6 N -2.310 -0.375 0.049
7 C -3.029 -1.290 -0.897
8 C -3.915 -2.335 -0.030
9 O -3.391 -3.357 0.423
10 Br -5.845 -2.063 0.356
11 C -2.635 0.909 0.219
12 N -1.961 1.783 1.153
13 N -3.746 1.553 -0.547
14 F -3.331 1.723 -1.842
15 H 2.962 -1.583 -0.775
16 H 2.594 -0.927 0.980
17 H 2.744 0.255 -0.476
18 H -1.064 -2.097 0.461
19 H -1.526 -1.128 1.945
20 H -3.681 -0.748 -1.654
21 H -2.222 -1.890 -1.460
22 H -1.824 1.332 2.067
23 H -2.437 2.690 1.225
24 H -4.603 0.975 -0.486
25 O 1.167 2.649 -6.615
26 C 0.413 2.348 -5.731
27 O 0.809 2.032 -4.466
28 C -0.327 1.619 -3.701
29 C -1.522 2.221 -4.406
30 C -1.082 2.219 -5.855
31 H -0.359 0.525 -3.687
32 H -0.231 1.983 -2.676
33 H -2.448 1.672 -4.228
34 H -1.671 3.252 -4.070
35 H -1.318 1.275 -6.352
36 H -1.505 3.059 -6.405
37 O 3.939 -2.433 2.537
38 C 3.737 -1.807 3.545
39 O 2.546 -1.222 3.851
40 C 2.685 -0.469 5.064
41 C 3.877 -1.072 5.772
42 C 4.751 -1.516 4.617
43 H 2.842 0.582 4.806
44 H 1.772 -0.555 5.656
45 H 4.369 -0.377 6.453
46 H 3.562 -1.945 6.351
47 H 5.412 -0.717 4.275
48 H 5.325 -2.409 4.867

Computed properties:
Charge: +1

DFT (ωB97M-V with the def2-TZVPD basis set) results for a cluster of 2 separate species, C6H14NSi in total at a distorted geometry.

Element x y z (Å)
1 C 2.591 -1.508 1.054
2 C 1.692 -1.263 0.291
3 C 0.933 2.271 -0.416
4 C -0.574 0.440 1.954
5 C -1.989 0.979 -0.873
6 C 0.726 -0.675 -0.448
7 N -0.404 -2.506 -0.984
8 Si -0.264 0.872 0.133
9 H 3.353 -1.579 1.711
10 H 1.898 1.800 -0.606
11 H 0.639 2.541 -1.420
12 H 1.080 3.091 0.210
13 H -1.046 1.364 2.380
14 H -1.235 -0.385 2.095
15 H 0.306 0.384 2.496
16 H -2.505 1.852 -0.527
17 H -1.581 1.000 -1.857
18 H -2.781 0.236 -0.765
19 H 0.979 -0.834 -1.491
20 H -0.630 -2.486 -1.951
21 H 0.026 -3.309 -0.647
22 H -1.212 -2.283 -0.339

Computed properties:
Charge: +1

no.,HOMO level (eV),energy (eV)
1,-12.04,-106427.409
2,-14.22,-15806.885